No. 1
A structure of composition C5H11O2Pb at a distorted geometry. Source: OMol25; level of theory: wB97M-V/def2-TZVPD.

XYZ file:
```
19
C5H11O2Pb, DFT wB97M-V/def2-TZVPD
C 0.52 -1.10 1.79
C 1.95 -0.73 2.16
H -0.12 -0.11 1.54
H -0.06 -1.42 2.67
H 2.46 -0.22 1.33
H 2.53 -1.63 2.41
H 1.98 -0.07 3.03
O -2.26 1.40 -2.41
C -2.12 1.34 -1.06
C -0.90 0.80 -0.41
O -0.12 -0.11 -0.84
C 0.36 -0.27 -2.26
Pb -1.07 0.60 -3.69
H -2.92 0.74 -0.56
H -2.23 2.34 -0.56
H -0.38 1.55 0.21
H 0.56 -1.35 -2.30
H 1.34 0.23 -2.23
H 0.49 -1.99 1.15
```

Calculated values
Molecular weight in g/mol: 310.34
Maximum force in eV/A: 5.8
Energy relative to the best compared isomer or geometry (same formula, charge and spin) in kcal per mole: 29.8
LUMO in eV: -6.2045
Net charge: +1
Kohn-Sham gap in eV: 7.3

---

No. 2
A structure of composition C5H11O2Si at a distorted geometry. Source: OMol25; level of theory: wB97M-V/def2-TZVPD.

XYZ file:
```
19
C5H11O2Si, DFT wB97M-V/def2-TZVPD
C -1.98 0.82 -0.04
C 1.42 1.54 -1.24
C 2.11 1.17 1.08
C -0.98 -0.06 0.45
C 1.56 0.50 -0.23
O -3.15 0.14 -0.24
O -1.88 1.96 -0.47
Si -2.98 -1.41 0.40
H 2.29 1.79 -1.85
H 0.75 1.16 -1.98
H 1.12 2.61 -0.99
H 1.62 2.18 1.22
H 1.88 0.56 1.94
H 3.19 1.44 1.02
H -0.62 0.23 1.47
H 2.05 -0.46 -0.63
H -2.64 -1.86 1.74
H -2.67 -2.34 -0.79
H -4.57 -1.62 0.39
```

Calculated values
Molecular weight in g/mol: 131.23
Maximum force in eV/A: 2.6
Energy relative to the best compared isomer or geometry (same formula, charge and spin) in kcal per mole: 134.0
LUMO (alpha / beta) in eV: 3.8471 / 3.8058
Net charge: -1
Kohn-Sham gap (alpha / beta) in eV: 7.3 / 7.2

---

No. 3
A cluster of 2 separate species, C5H11O3 in total at a distorted geometry. Source: OMol25; level of theory: wB97M-V/def2-TZVPD.

XYZ file:
```
19
C5H11O3, DFT wB97M-V/def2-TZVPD
C -0.24 -2.08 0.64
O -0.06 -2.99 -0.43
C -1.64 -1.40 0.30
C -1.59 0.10 0.65
C -0.39 0.90 0.03
C -0.02 2.12 0.53
O 0.97 2.85 0.18
H -0.15 -2.72 1.55
H 0.51 -1.29 0.64
H -2.55 -1.87 0.77
H -1.69 -1.61 -0.80
H -2.46 0.66 0.33
H -1.43 0.14 1.73
H -0.13 0.42 -0.93
H 0.28 -2.50 -1.20
H -0.59 2.39 1.46
H 2.04 1.50 -0.92
H 1.75 0.63 -2.00
O 2.55 0.89 -1.50
```

Calculated values
Molecular weight in g/mol: 119.14
Maximum force in eV/A: 2.2
Energy relative to the best compared isomer or geometry (same formula, charge and spin) in kcal per mole: 63.9
LUMO in eV: 3.6411
Net charge: -1
Kohn-Sham gap in eV: 6.3

---

No. 4
A cluster of 2 separate species, C5H11O3 in total at a distorted geometry. Source: OMol25; level of theory: wB97M-V/def2-TZVPD.

XYZ file:
```
19
C5H11O3, DFT wB97M-V/def2-TZVPD
C -1.51 1.46 -1.63
C -0.08 1.47 -2.04
C -1.85 1.00 -0.12
O -2.84 1.57 0.37
O -1.01 0.27 0.47
H -1.91 2.50 -1.62
H -2.12 1.29 -2.52
H 0.09 1.66 -3.11
H 0.51 0.57 -1.87
H 0.56 2.21 -1.50
C 1.44 -1.00 1.83
C 0.90 -2.44 1.72
O 1.49 -0.43 0.53
H 0.72 -0.34 2.34
H 2.49 -1.14 2.09
H -0.01 -2.75 2.26
H 0.62 -0.07 0.18
H 1.72 -3.14 1.96
H 0.77 -2.69 0.65
```

Calculated values
Molecular weight in g/mol: 119.14
Maximum force in eV/A: 2.9
Energy relative to the best compared isomer or geometry (same formula, charge and spin) in kcal per mole: 36.9
LUMO in eV: 4.0061
Net charge: -1
Kohn-Sham gap in eV: 8.6

---

No. 5
The ion C5H11O3SSi with charge -1 at a distorted geometry. Source: OMol25; level of theory: wB97M-V/def2-TZVPD.

XYZ file:
```
21
C5H11O3SSi, DFT wB97M-V/def2-TZVPD
C 2.01 0.42 -0.45
C 2.12 -0.97 -1.08
C 0.51 0.82 -0.37
C 1.33 -1.93 -0.20
C -0.20 -0.33 0.32
O -0.69 1.21 2.31
O -2.88 0.00 1.35
O -0.02 -1.66 -0.18
Si -3.32 1.17 0.42
S -0.87 -0.17 1.83
H 2.20 0.16 0.63
H 2.60 1.18 -1.03
H 1.53 -0.92 -2.11
H 3.12 -1.47 -1.17
H 0.31 1.82 0.25
H -0.01 0.83 -1.31
H 1.45 -2.97 -0.58
H 1.97 -1.93 0.71
H -2.77 2.52 0.84
H -4.83 1.24 0.85
H -3.54 0.99 -1.00
```

Calculated values
Molecular weight in g/mol: 179.29
Maximum force in eV/A: 3.5
Energy relative to the best compared isomer or geometry (same formula, charge and spin) in kcal per mole: 66.8
LUMO in eV: 3.4559
Net charge: -1
Kohn-Sham gap in eV: 6.8

---

No. 6
The ion C5H11O4P with charge -2 at a distorted geometry. Source: OMol25; level of theory: wB97M-V/def2-TZVPD.

XYZ file:
```
21
C5H11O4P, DFT wB97M-V/def2-TZVPD
C 2.41 -0.02 -0.19
C 0.94 -0.49 -0.22
C 0.54 -0.95 1.16
C -0.09 0.46 -0.84
C -0.32 1.78 0.11
O 0.06 0.67 -2.09
P -1.95 -0.35 -0.71
O -1.86 -1.58 -1.58
O -3.18 0.58 -1.04
O -2.60 -0.96 0.87
H 2.23 1.10 0.03
H 3.12 -0.58 0.51
H 2.72 -0.17 -1.18
H 0.89 -1.41 -0.87
H -0.53 -1.13 1.15
H 0.99 -0.40 2.04
H 1.00 -1.91 1.30
H -0.09 1.45 1.14
H -1.27 1.96 -0.27
H 0.45 2.52 -0.18
H -3.45 -0.57 0.88
```

Calculated values
Molecular weight in g/mol: 166.11
Maximum force in eV/A: 4.2
Energy relative to the best compared isomer or geometry (same formula, charge and spin) in kcal per mole: 30.5
LUMO in eV: 6.3223
Net charge: -2
Kohn-Sham gap in eV: 5.4

---

No. 7
The molecule C5H11O4P at a distorted geometry. Source: OMol25; level of theory: wB97M-V/def2-TZVPD.

XYZ file:
```
21
C5H11O4P, DFT wB97M-V/def2-TZVPD
C 0.59 0.34 -1.11
C 1.44 1.54 -0.37
C -1.66 -0.55 -1.84
C 1.92 -1.26 2.26
C -0.93 0.46 -0.97
O 2.75 -1.27 -0.77
O 0.70 2.22 0.47
O 2.60 1.61 -0.75
O 1.29 -0.47 1.20
P 1.16 -1.26 -0.39
H 0.92 0.58 -2.15
H -1.38 -0.53 -2.92
H -2.73 -0.37 -1.93
H -1.50 -1.67 -1.51
H 1.18 -1.41 3.03
H 2.96 -0.90 2.66
H 2.07 -2.20 1.81
H -1.26 0.43 0.07
H -1.36 1.33 -1.34
H 1.20 2.86 0.97
H 3.26 -0.45 -0.55
```

Calculated values
Molecular weight in g/mol: 166.11
Maximum force in eV/A: 4.4
Energy relative to the best compared isomer or geometry (same formula, charge and spin) in kcal per mole: 0.0
Spin multiplicity: 3
<S²>: 2.00
LUMO (alpha / beta) in eV: 0.5756 / -2.7967
Kohn-Sham gap (alpha / beta) in eV: 5.1 / 7.4

---

No. 8
A structure of composition C5H11OP at a distorted geometry. Source: OMol25; level of theory: wB97M-V/def2-TZVPD.

XYZ file:
```
18
C5H11OP, DFT wB97M-V/def2-TZVPD
C -1.01 2.47 0.35
C 1.04 -1.57 0.55
C -1.29 -0.87 -0.04
C 0.63 0.23 -1.22
C 0.18 -0.40 0.18
O -0.46 3.51 0.21
P 0.04 0.79 1.73
H -1.91 2.05 -0.22
H 1.64 -1.42 1.34
H 0.48 -2.43 0.85
H 1.75 -1.82 -0.37
H -1.99 -0.83 0.79
H -1.21 -1.88 -0.41
H -1.67 -0.38 -0.82
H 1.50 0.76 -0.98
H 1.01 -0.63 -1.92
H -0.12 0.91 -1.61
H 1.38 1.51 1.57
```

Calculated values
Molecular weight in g/mol: 118.12
Maximum force in eV/A: 4.1
Energy relative to the best compared isomer or geometry (same formula, charge and spin) in kcal per mole: 77.6
LUMO in eV: 0.4841
Kohn-Sham gap in eV: 8.9

---

No. 9
A cluster of 2 separate species, C5H11OS in total at a distorted geometry. Source: OMol25; level of theory: wB97M-V/def2-TZVPD.

XYZ file:
```
18
C5H11OS, DFT wB97M-V/def2-TZVPD
C 1.20 0.75 0.12
C -0.03 0.90 -0.09
C 2.23 1.82 0.25
C -2.39 -0.45 0.46
C -0.39 -1.95 -0.93
O -1.70 0.17 -1.96
S -1.14 -0.31 -0.77
H 1.68 -0.11 -0.13
H -1.04 2.36 -0.21
H 2.79 1.58 -0.64
H 2.92 1.77 1.04
H 1.82 2.88 0.01
H -1.84 -0.68 1.33
H -3.08 -1.37 0.32
H -2.94 0.49 0.34
H -0.92 -2.62 -0.34
H 0.61 -1.85 -0.66
H -0.51 -2.29 -1.95
```

Calculated values
Molecular weight in g/mol: 119.21
Maximum force in eV/A: 7.2
Energy relative to the best compared isomer or geometry (same formula, charge and spin) in kcal per mole: 110.5
LUMO in eV: -4.5758
Net charge: +1
Kohn-Sham gap in eV: 10.7

---

No. 10
A cluster of 2 separate species, C5H11P in total at a distorted geometry. Source: OMol25; level of theory: wB97M-V/def2-TZVPD.

XYZ file:
```
17
C5H11P, DFT wB97M-V/def2-TZVPD
C 0.85 -0.98 -0.73
C 1.98 -1.63 -1.06
C 0.04 0.11 -1.37
C -2.57 0.06 0.95
C 1.09 0.69 1.65
P 0.35 -0.96 1.04
H 2.38 -1.65 -1.97
H 2.52 -2.32 -0.41
H 0.35 0.41 -2.50
H 0.23 1.12 -0.81
H -1.05 -0.16 -1.41
H -2.56 1.05 0.52
H -2.66 -0.57 0.14
H -2.88 -0.42 1.79
H 2.09 0.70 1.60
H 0.76 1.49 1.17
H 0.75 0.86 2.78
```

Calculated values
Molecular weight in g/mol: 102.12
Maximum force in eV/A: 6.4
Energy relative to the best compared isomer or geometry (same formula, charge and spin) in kcal per mole: 108.4
LUMO (alpha / beta) in eV: -0.2154 / 0.1991
Kohn-Sham gap (alpha / beta) in eV: 8.1 / 8.0

---

No. 11
A cluster of 2 separate species, C5H11P in total at a distorted geometry. Source: OMol25; level of theory: wB97M-V/def2-TZVPD.

XYZ file:
```
17
C5H11P, DFT wB97M-V/def2-TZVPD
C 1.04 0.46 -0.07
C 1.04 1.85 0.01
C 1.76 -0.38 0.97
C -2.86 1.13 0.27
C -0.03 -2.05 -1.12
P 0.13 -0.18 -1.50
H 1.51 2.43 0.71
H 0.42 2.50 -0.58
H 1.69 -1.42 0.68
H 1.49 -0.21 1.94
H 2.74 -0.06 1.00
H -1.79 0.87 0.24
H -3.50 1.54 -0.50
H -3.33 0.83 1.17
H 0.93 -2.48 -1.31
H -0.44 -2.25 -0.12
H -0.82 -2.57 -1.80
```

Calculated values
Molecular weight in g/mol: 102.12
Maximum force in eV/A: 3.7
Energy relative to the best compared isomer or geometry (same formula, charge and spin) in kcal per mole: 88.6
LUMO (alpha / beta) in eV: -0.6751 / 0.2604
Kohn-Sham gap (alpha / beta) in eV: 8.0 / 7.8

---

No. 12
The molecule C5H11PS at a distorted geometry. Source: OMol25; level of theory: wB97M-V/def2-TZVPD.

XYZ file:
```
18
C5H11PS, DFT wB97M-V/def2-TZVPD
C -0.78 -1.27 -1.07
C 0.10 -0.26 -0.24
C 0.36 0.99 -1.22
C 1.41 -0.86 0.29
C -0.74 0.35 0.82
P -0.30 0.62 2.49
S -2.51 0.44 0.53
H -1.32 -0.78 -1.74
H -1.35 -1.74 -0.38
H -0.14 -2.00 -1.69
H 0.67 0.56 -2.20
H 1.10 1.68 -0.85
H -0.60 1.69 -1.15
H 1.89 -1.17 -0.55
H 1.79 0.00 0.75
H 1.02 -1.54 0.94
H -1.27 1.64 2.82
H 0.70 1.65 2.47
```

Calculated values
Molecular weight in g/mol: 134.18
Maximum force in eV/A: 5.8
Energy relative to the best compared isomer or geometry (same formula, charge and spin) in kcal per mole: 69.3
LUMO in eV: -0.8085
Kohn-Sham gap in eV: 7.6